Molecular formula: C37H40CaO2P2
Method: DFT, the ωB97M-V functional and the def2-TZVPD basis

Atoms and positions in Å:
H -5.8592 0.1043 -1.7888
O 2.6261 -3.9409 3.8995
H 5.7369 -5.8405 0.6047
C 4.9213 -5.2729 -1.3476
H -0.1797 0.6464 0.5708
H -0.4721 5.4062 -1.2985
H 2.3514 -2.0641 -0.7979
H 3.4992 -5.7955 3.0929
C -6.0728 1.1692 -1.6818
C -3.9001 -2.6248 -0.7534
C -1.0323 7.9354 0.9011
H -3.4071 -3.8798 -2.4492
H -0.4963 7.8531 -1.2028
H 4.6435 -4.3565 2.9816
C 3.9559 -4.9410 3.6040
C 2.6527 -4.1631 -1.2421
H 3.0574 -6.1626 -0.6747
H 3.8087 3.5958 1.0419
C 2.0355 -3.0676 3.2109
C 1.6607 3.4689 0.9747
C -0.7147 5.8850 -0.3501
H -0.6871 3.4790 -1.6859
C -1.4208 3.0146 -1.0080
C -3.4202 -2.8667 -2.0474
C -2.9362 -0.5023 -2.2997
C -5.1767 2.0110 -1.0057
H 6.9228 -5.2789 -0.5372
C -3.8987 -1.3354 -0.2344
H -1.5940 7.6970 2.9786
H -2.5602 -1.9752 -3.8240
H 4.5244 -1.2265 -1.2304
C -1.0342 5.1244 0.7878
P -1.1736 3.2674 0.7803
H -4.7841 4.0550 -0.3694
H 6.4780 -3.5851 1.3100
H -1.6514 5.2193 2.8671
H 5.0702 -6.2997 -1.7023
Ca -0.0050 -1.0041 1.8989
H 1.5159 4.5500 1.0361
C -7.2403 1.6916 -2.2506
H -1.2983 -3.2460 3.2970
H -4.2802 -3.4488 -0.1530
H -2.5440 0.3162 -2.9020
C -6.6509 3.9033 -1.4377
C 4.4349 -2.3259 -1.1919
C 2.0352 0.6914 0.8513
H 5.1564 -4.5893 -2.1758
P -3.5514 1.4102 -0.2715
C 3.1486 1.5443 0.9215
H 2.6840 -2.4564 -2.4595
H 5.0636 -2.7435 -1.9905
H -8.4564 3.4542 -2.5401
C 5.8007 -3.7076 0.4448
H -7.9165 1.0269 -2.7943
C 3.4641 -5.2053 -1.0204
H -4.2752 -1.1427 0.7718
H 0.1962 -3.7555 2.3740
C 5.8997 -5.0709 -0.1737
H 1.5898 -4.3588 -1.3668
H 4.3091 -5.1287 4.6341
H -1.0305 9.0241 0.9396
C -3.4358 -0.2615 -1.0150
C -0.1937 -3.0318 3.1765
H 2.2333 -0.3823 0.6665
H 0.2059 -3.3786 4.1720
H -6.8799 4.9673 -1.3411
C 0.5536 2.6371 0.8810
C -2.5095 2.3256 -1.4407
O 2.3908 -2.1223 2.4666
H -2.8744 2.3759 -2.4781
C 0.7383 1.2363 0.8488
H 4.6256 -2.0493 0.9773
C -0.7239 7.2838 -0.2983
C -1.3506 7.1886 2.0444
C 2.9873 -2.6997 -1.4299
C 4.9210 -2.7426 0.1751
C -1.3695 5.7951 1.9853
C -5.4779 3.3856 -0.8836
C 2.9532 2.9223 0.9878
H 4.1602 1.1179 0.9244
C -2.9418 -1.8021 -2.8174
C -7.5345 3.0533 -2.1179

Its relative energy (zero: lowest compared OMol25 entry of this formula, charge and spin) is 113.1 kcal/mol. The HOMO energy (spin up / spin down) is -0.13281 / -0.11363 Ha. The orbital gap (spin up / spin down) comes out at 0.117 / 0.091 Ha. The spin multiplicity is 1. The total energy is -2944.3128 hartree.